Entry 1:
Here is a cluster of 2 separate species, CN3O3S in total in a non-equilibrium geometry from the Open Molecules 2025 dataset. Energies are from ωB97M-V/def2-TZVPD.

As for the orbital gap (spin up / spin down): 0.156 / 0.173 Ha. The HOMO energy (spin up / spin down) comes out at -0.13423 / -0.14138 Ha. As for the total charge: -1. Its LUMO energy (spin up / spin down) is 0.021 / 0.032 Eh. The energy relative to the best compared isomer or geometry (same formula, charge and spin) comes out at 344.4 kJ/mol.

The geometry in XYZ format:
```
8
Properties=species:S:1:pos:R:3:forces:R:3:nbo_charge:R:1
N 3.37738 1.35239 0.09418 -0.36 -0.65 -0.24 -0.27
O -3.26703 0.22060 -0.96533 -0.92 -0.20 -0.35 -0.47
S -1.02304 0.70274 0.01810 1.58 0.72 -0.12 -0.34
O -2.96754 -0.47660 1.05314 -0.84 -0.53 0.43 -0.47
C 2.73306 0.38733 -0.02649 2.44 2.58 -1.01 0.31
O 1.80928 -1.67530 -0.39717 0.98 2.47 0.40 -0.21
N 1.92171 -0.58988 0.18650 -3.20 -4.46 0.91 0.08
N -2.58381 0.07871 0.03707 0.31 0.08 -0.02 0.37
```
Forces are in eV/Å.

Entry 2:
Here is the ion CN4OP with charge -1 in a non-equilibrium geometry from the Open Molecules 2025 dataset. Energies are from ωB97M-V/def2-TZVPD.

As for the orbital gap: 0.310 Ha. The HOMO energy comes out at -0.14375 Ha. As for the total charge: -1. Its LUMO energy is 0.167 Eh. The energy relative to the best compared isomer or geometry (same formula, charge and spin) comes out at 227.8 kJ/mol.

The geometry in XYZ format:
```
7
Properties=species:S:1:pos:R:3:forces:R:3:nbo_charge:R:1
O -2.66726 0.05963 -0.55867 -0.80 0.11 -0.93 -1.13
N 1.71430 0.18922 0.12562 2.10 -0.25 0.11 -0.22
P -1.65539 -0.20330 0.47893 -0.83 -0.21 1.42 1.27
N 0.87285 1.10372 0.30822 -0.38 1.20 0.06 0.03
C -0.17374 -1.02890 -0.18579 0.59 0.20 -0.23 -0.06
N 1.04257 -1.01464 -0.13710 -0.35 -1.06 -0.36 -0.34
N -0.34347 0.96132 0.19244 -0.33 0.01 -0.07 -0.54
```
Forces are in eV/Å.

Entry 3:
Here is a structure of composition CNO4S2Yb in a non-equilibrium geometry from the Open Molecules 2025 dataset. Energies are from ωB97M-V/def2-TZVPD.

As for the orbital gap (spin up / spin down): 0.306 / 0.199 Ha. The HOMO energy (spin up / spin down) comes out at -0.68427 / -0.64505 Ha. The expectation value of S² is 0.791. As for the total charge: +2. The spin multiplicity is 2. Its LUMO energy (spin up / spin down) is -0.378 / -0.446 Eh.

The geometry in XYZ format:
```
9
Properties=species:S:1:pos:R:3:forces:R:3:lowdin_spin:R:1
C 1.44725 0.60891 -1.97988 1.13 -1.11 -3.02 0.00
O 2.46164 0.16732 -2.31100 -1.21 0.88 1.63 0.00
O 0.56714 0.67089 0.80078 0.45 -1.93 2.67 0.21
S -1.80437 -1.57771 1.33670 -0.16 0.94 -0.82 0.22
N -0.40013 -1.41773 2.01123 -0.24 0.63 -0.34 -0.05
Yb -1.21958 1.36089 -0.20806 0.09 1.69 -1.26 0.17
O 0.32206 0.98805 -1.97433 0.07 0.28 1.24 0.00
O -2.15858 -0.42326 0.36219 0.31 -2.44 1.81 0.19
S 0.78458 -0.37735 1.96237 -0.46 1.07 -1.91 0.26
```
Forces are in eV/Å.